Record 1
{"formula": "C8H12N4S2", "method": "ωB97M-V/def2-TZVPD", "gap_ev": 8.53, "e_above_lowest_kcal_mol": 9.7, "elements": ["C", "C", "C", "C", "C", "C", "C", "C", "N", "N", "N", "N", "S", "S", "H", "H", "H", "H", "H", "H", "H", "H", "H", "H", "H", "H"], "xyz": [[1.53039, -0.15145, 3.23047], [-3.57627, 0.08816, 0.74837], [1.53808, -0.20877, -1.65345], [0.19327, 0.14408, -2.24533], [1.57142, 0.42671, -0.13535], [-0.90734, -0.41814, -1.40182], [0.53155, -0.22052, 0.67875], [-0.86791, 0.17141, 0.20441], [2.03168, -1.06080, 3.69917], [-4.53545, 0.59821, 0.37476], [0.68105, -1.46539, 1.09079], [-1.15856, 1.57865, 0.23572], [0.80836, 1.19613, 2.69211], [-2.16683, -0.76109, 1.22738], [1.54884, -1.40277, -1.55004], [2.42256, 0.19803, -2.09767], [-0.02087, 1.18780, -2.49835], [-0.01020, -0.45504, -3.27675], [2.64367, 0.37985, 0.19496], [1.28143, 1.45078, -0.20939], [-1.92976, -0.09648, -1.84681], [-0.86226, -1.51416, -1.26132], [1.68228, -1.75852, 1.09315], [0.20265, -1.99160, 1.85692], [-2.10812, 1.84167, 0.27372], [-0.52365, 2.24323, 0.57559]], "forces_ev_per_a": [[-0.239, 1.547, 0.492], [1.133, -0.744, -0.018], [-0.879, -1.453, 2.583], [-0.738, -1.786, -2.921], [1.491, -1.212, -2.081], [-2.254, 0.775, 2.236], [-1.752, 0.954, 0.786], [-0.759, 0.652, -1.494], [1.130, -2.456, 0.684], [-0.361, 0.344, -0.023], [2.227, -2.171, 0.595], [0.412, -1.676, -1.118], [-0.851, 0.551, -1.244], [0.005, 0.219, -0.215], [0.459, 2.634, -0.315], [0.314, -0.107, -0.783], [0.480, -0.029, 0.334], [0.867, 1.432, 1.985], [-1.260, -0.194, 0.314], [0.180, 0.753, -0.233], [1.569, -0.705, 0.990], [-0.025, 0.461, -0.405], [-1.167, 0.212, 0.148], [0.007, 1.235, -1.062], [-0.857, 0.266, -0.023], [0.869, 0.497, 0.790]]}

Record 2
{"formula": "C6H13N", "method": "ωB97M-V/def2-TZVPD", "gap_ev": 6.93, "e_above_lowest_kcal_mol": 116.9, "elements": ["C", "C", "C", "C", "N", "C", "C", "H", "H", "H", "H", "H", "H", "H", "H", "H", "H", "H", "H", "H"], "xyz": [[2.54173, 0.83276, 0.55547], [1.92976, 0.08707, -0.63247], [1.14243, -1.18011, -0.26383], [-0.09181, -0.84453, 0.50525], [-3.52242, 0.54265, -0.41137], [-2.49482, 0.00420, 0.46051], [-1.22363, -0.33516, -0.12161], [2.93746, 0.06600, 1.25044], [3.40367, 1.47081, 0.33843], [1.79569, 1.35353, 1.16120], [1.12064, 0.67164, -1.08653], [2.63538, -0.20319, -1.41918], [1.91473, -1.72889, 0.28989], [0.81783, -1.81344, -1.11412], [-1.27304, 1.33279, 0.62771], [-0.30686, -1.28922, 1.47596], [-3.19329, 1.40810, -0.84148], [-4.01980, -0.07419, -1.04848], [-2.88218, -0.13677, 1.46780], [-1.23147, -0.16402, -1.19360]], "forces_ev_per_a": [[0.294, -1.274, 0.676], [-1.206, 0.161, -1.107], [0.807, -0.198, 0.421], [-2.884, -0.792, -0.808], [0.273, 0.662, 0.466], [0.664, 4.521, -0.151], [3.411, -2.547, 0.810], [0.004, 0.230, -0.189], [-0.432, 0.115, -0.278], [0.022, 0.199, -0.328], [0.628, 0.628, -0.351], [0.192, 0.410, 0.225], [-0.734, -0.592, 0.317], [0.702, 0.561, -0.007], [-3.302, -1.371, 0.107], [0.527, 0.418, 0.236], [-0.410, -0.756, -0.156], [0.470, -0.019, 0.236], [0.680, -0.649, -0.060], [0.294, 0.293, -0.058]]}

Record 3
{"formula": "C6H9N", "method": "ωB97M-V/def2-TZVPD", "gap_ev": 9.94, "smiles": "C[C@]12[C@@H]3CN1C[C@@H]32", "e_above_lowest_kcal_mol": 75.2, "elements": ["C", "C", "C", "C", "N", "C", "C", "H", "H", "H", "H", "H", "H", "H", "H", "H"], "xyz": [[-1.00454, 1.62405, 0.66799], [-0.24336, 0.43283, 0.22136], [0.67975, -0.50456, 0.89370], [1.65624, -0.32890, -0.25792], [0.53083, 0.23548, -1.08552], [-0.32462, -0.97553, -1.28817], [-0.60646, -1.01944, 0.20947], [-1.80732, 1.81507, -0.04635], [-0.37773, 2.51653, 0.73916], [-1.46512, 1.44290, 1.64735], [0.85013, -0.47853, 1.96318], [2.40872, 0.42525, -0.01919], [2.14750, -1.19123, -0.73863], [0.17412, -1.80160, -1.80911], [-1.21589, -0.65975, -1.84249], [-1.40223, -1.53257, 0.74515]], "forces_ev_per_a": [[-0.107, 0.135, -0.084], [-0.209, 0.399, 0.370], [0.185, -0.268, -0.153], [0.205, 0.022, 0.111], [0.014, 0.159, -0.058], [-0.003, -0.235, -0.152], [-0.130, -0.071, 0.046], [-0.042, 0.173, 0.044], [-0.027, -0.069, -0.023], [0.146, -0.030, -0.181], [0.005, -0.498, -0.103], [-0.118, 0.094, -0.244], [-0.182, 0.156, 0.333], [-0.080, 0.035, 0.108], [0.144, -0.222, 0.074], [0.198, 0.219, -0.088]]}